[1]
# C2H6N3O

An isolated ion of composition C2H6N3O and charge +1 at a distorted geometry (ωB97M-V/def2-TZVPD, the OMol25 dataset).

Last column: natural (NBO) charge in e.
CARTESIAN COORDINATES (ANGSTROEM)
1 C 0.16 -0.56 -0.89  0.756
2 C 0.81 1.53 0.48  -0.210
3 N -0.32 -1.67 -1.52  -0.796
4 N -0.49 -0.24 0.40  -0.246
5 N 0.33 0.53 1.13  -0.205
6 O 1.08 0.17 -1.20  -0.497
7 H 0.27 1.90 -0.38  0.229
8 H 1.80 1.90 0.65  0.229
9 H -1.27 -1.99 -1.33  0.426
10 H -0.89 -0.94 0.86  0.402
11 H 0.74 0.14 2.00  0.453
12 H 0.03 -1.77 -2.53  0.459

The value obtained for the electronic energy is -8676.7073 eV. The HOMO energy (spin up / spin down) comes out at -11.49 / -15.99 eV. Its orbital gap (spin up / spin down) is 7.93 / 7.39 eV. Its spin multiplicity is 3. Its charge is +1.

[2]
# C3H5N5

One molecule with the formula C3H5N5 at a distorted geometry (ωB97M-V/def2-TZVPD, the OMol25 dataset).

Last column: natural (NBO) charge in e.
CARTESIAN COORDINATES (ANGSTROEM)
1 H 0.60 2.84 -0.12  0.372
2 N 0.09 1.98 0.07  -0.738
3 C 0.77 0.88 0.05  0.474
4 N 2.19 0.74 -0.11  -0.227
5 N 2.46 -0.50 -0.07  0.045
6 N 1.35 -1.25 -0.04  -0.246
7 N 0.25 -0.38 0.23  -0.278
8 C -1.04 -0.82 -0.03  -0.036
9 C -2.10 -0.06 -0.05  -0.434
10 H 1.44 -2.04 0.61  0.396
11 H -0.94 -1.89 -0.29  0.203
12 H -2.00 1.01 0.09  0.255
13 H -3.06 -0.50 -0.34  0.215

The value obtained for the electronic energy is -10639.4183 eV. The HOMO energy comes out at -8.77 eV. Its orbital gap is 8.98 eV. As for the SMILES: [H]/N=c1\nn[nH]n1C=C. Its spin multiplicity is 1. Its charge is 0.

[3]
# C12H14P2

One molecule with the formula C12H14P2 at a distorted geometry (ωB97M-V/def2-TZVPD, the OMol25 dataset).

Last column: natural (NBO) charge in e.
CARTESIAN COORDINATES (ANGSTROEM)
1 C -2.19 2.18 -2.24  -0.655
2 C -1.10 1.30 -1.73  0.010
3 C 0.16 1.79 -1.38  -0.049
4 C 0.41 3.28 -1.53  -0.638
5 C 1.04 0.91 -0.94  -0.461
6 P 0.38 -0.85 -1.22  0.855
7 C 0.16 -1.40 0.46  -0.469
8 P -1.81 -2.31 0.68  0.597
9 C -1.48 -2.98 2.22  -0.631
10 C -0.35 -2.88 3.02  -0.206
11 C 0.89 -2.27 2.66  -0.162
12 C 1.07 -1.68 1.43  -0.114
13 C 2.47 -1.10 1.18  -0.647
14 C -1.17 -0.10 -1.57  -0.518
15 H -2.91 1.48 -2.66  0.228
16 H -1.91 2.88 -3.01  0.223
17 H -2.72 2.80 -1.44  0.225
18 H 0.81 3.53 -2.48  0.219
19 H 1.22 3.57 -0.90  0.222
20 H -0.56 3.78 -1.46  0.218
21 H 2.02 1.26 -0.62  0.215
22 H -2.16 -3.81 2.57  0.236
23 H -0.37 -3.50 3.94  0.209
24 H 1.67 -2.40 3.34  0.210
25 H 3.10 -1.52 0.40  0.220
26 H 3.08 -1.19 2.05  0.215
27 H 2.24 -0.08 0.77  0.231
28 H -1.98 -0.71 -1.53  0.218

The value obtained for the electronic energy is -31244.5934 eV. The HOMO energy comes out at -7.95 eV. Its orbital gap is 7.53 eV. As for the SMILES: CC1=C(C)C=P(c2pcccc2C)=C1. Its spin multiplicity is 1. Its charge is 0.

Look up the charge of the first one. +1

Please write out number 2 again, unchanged.
# C3H5N5

One molecule with the formula C3H5N5 at a distorted geometry (ωB97M-V/def2-TZVPD, the OMol25 dataset).

Last column: natural (NBO) charge in e.
CARTESIAN COORDINATES (ANGSTROEM)
1 H 0.60 2.84 -0.12  0.372
2 N 0.09 1.98 0.07  -0.738
3 C 0.77 0.88 0.05  0.474
4 N 2.19 0.74 -0.11  -0.227
5 N 2.46 -0.50 -0.07  0.045
6 N 1.35 -1.25 -0.04  -0.246
7 N 0.25 -0.38 0.23  -0.278
8 C -1.04 -0.82 -0.03  -0.036
9 C -2.10 -0.06 -0.05  -0.434
10 H 1.44 -2.04 0.61  0.396
11 H -0.94 -1.89 -0.29  0.203
12 H -2.00 1.01 0.09  0.255
13 H -3.06 -0.50 -0.34  0.215

The value obtained for the electronic energy is -10639.4183 eV. The HOMO energy comes out at -8.77 eV. Its orbital gap is 8.98 eV. As for the SMILES: [H]/N=c1\nn[nH]n1C=C. Its spin multiplicity is 1. Its charge is 0.